# 1
Density functional theory data (ωB97M-V/def2-TZVPD) for a molecular structure, C45H42F3N4NaO6P at a distorted geometry.

XYZ file:
```
102
Properties=species:S:1:pos:R:3:mulliken_charge:R:1
Na 0.955 -0.173 -0.929 0.76
C -3.791 -0.142 5.336 -1.89
C -3.009 -0.155 4.053 0.24
C -2.817 -1.280 3.322 0.34
C -2.091 -1.257 2.089 -0.40
C -1.985 -2.250 1.132 -0.25
N -2.224 -3.551 1.150 0.07
C -2.468 -4.370 2.327 -1.31
C -1.340 -4.355 3.360 0.24
C -0.151 -5.258 3.050 -1.37
N 0.597 -4.864 1.866 -0.01
C 1.263 -3.720 1.684 -0.09
C 1.806 -2.816 2.562 0.11
C 2.090 -3.008 3.960 -0.26
C 2.776 -2.088 4.671 0.61
C 3.140 -2.280 6.115 -1.82
C 3.180 -0.869 4.012 -0.28
C 2.903 -0.570 2.725 0.27
C 3.249 0.763 2.174 -1.09
N 2.473 1.370 1.393 0.37
C 2.843 2.704 0.951 -0.40
C 1.960 3.765 1.607 -0.79
C 0.515 3.864 1.119 -0.62
N -0.160 2.600 1.265 0.44
C -1.070 2.477 2.124 -0.92
C -1.699 1.183 2.441 0.38
C -2.443 1.070 3.569 -0.49
C -1.415 -0.027 1.641 -0.24
O -0.598 -0.031 0.714 0.48
C 2.174 -1.547 1.900 0.03
O 1.820 -1.303 0.753 -0.37
H -4.111 -1.151 5.602 0.34
H -4.685 0.482 5.260 0.34
H -3.196 0.250 6.166 0.37
H -3.257 -2.204 3.678 0.09
H -1.637 -1.915 0.168 0.75
H -2.084 -3.987 0.240 0.50
H -2.654 -5.387 1.975 0.55
H -3.391 -4.038 2.804 0.33
H -1.753 -4.679 4.320 0.47
H -0.993 -3.329 3.499 0.13
H -0.488 -6.282 2.878 0.50
H 0.511 -5.292 3.913 0.24
H 0.300 -5.288 0.999 0.39
H 1.383 -3.456 0.638 0.38
H 1.807 -3.932 4.449 0.14
H 2.733 -3.218 6.495 0.35
H 2.751 -1.467 6.734 0.37
H 4.224 -2.302 6.258 0.34
H 3.711 -0.128 4.607 0.42
H 4.193 1.209 2.528 0.29
H 2.749 2.733 -0.141 -0.32
H 3.891 2.926 1.204 0.59
H 2.429 4.741 1.454 0.45
H 1.954 3.578 2.687 0.27
H 0.516 4.119 0.055 -0.04
H 0.013 4.681 1.665 0.47
H -1.411 3.331 2.738 0.12
H -2.601 1.968 4.165 0.34
O 3.714 -0.610 -3.269 -0.88
C 2.818 0.238 -3.205 0.02
O 2.496 0.943 -2.203 -0.43
C 1.993 0.494 -4.478 0.17
C 2.548 0.068 -5.683 -0.57
C 1.930 0.331 -6.893 -0.63
C 0.731 1.037 -6.913 -0.78
C 0.159 1.442 -5.720 -0.26
C 0.759 1.162 -4.489 0.30
P -0.060 1.712 -2.912 1.51
C -1.859 1.517 -3.275 0.02
C -2.784 2.163 -2.458 -0.50
C -4.141 1.894 -2.547 -0.74
C -4.606 0.943 -3.445 -0.59
C -3.693 0.257 -4.235 -0.69
C -2.337 0.538 -4.148 -0.57
C 0.221 3.520 -3.145 0.71
C 1.489 3.992 -2.792 -0.46
C 1.804 5.336 -2.909 -0.52
C 0.858 6.241 -3.379 -0.55
C -0.402 5.784 -3.737 -0.62
C -0.714 4.435 -3.621 -0.40
H 3.484 -0.473 -5.629 0.52
H 2.383 -0.002 -7.819 0.38
H 0.245 1.267 -7.854 0.41
H -0.780 1.984 -5.739 0.47
H -2.439 2.873 -1.712 0.49
H -4.837 2.416 -1.899 0.40
H -5.664 0.722 -3.510 0.38
H -4.034 -0.516 -4.913 0.40
H -1.640 -0.034 -4.746 0.39
H 2.225 3.283 -2.420 0.14
H 2.793 5.681 -2.631 0.44
H 1.103 7.293 -3.469 0.35
H -1.144 6.476 -4.118 0.40
H -1.694 4.093 -3.922 0.33
F 0.622 -4.854 -1.325 -0.29
C 0.668 -3.883 -2.291 0.77
F 1.913 -3.455 -2.332 -0.21
F 0.408 -4.521 -3.444 -0.33
C -0.399 -2.774 -2.021 0.39
O -1.456 -3.230 -1.545 -0.84
O -0.066 -1.630 -2.384 -0.42
```

Values from the calculation:
Frontier orbital gap, eV: 6.374
Molar mass, u: 845.81
Charge: -1
Max |F|, eV Å⁻¹: 1.0
Energy relative to the best compared isomer or geometry (same formula, charge and spin), eV: 0.9738
Highest occupied orbital energy, eV: -4.700

# 2
Density functional theory data (ωB97M-V/def2-TZVPD) for a molecular structure, C29H46BN8RuS2 at a distorted geometry.

XYZ file:
```
87
Properties=species:S:1:pos:R:3:mulliken_charge:R:1
Ru -1.477 -0.271 -1.141 0.78
C -2.176 -3.469 -2.293 -0.96
C -1.823 -4.214 -1.009 0.77
C -3.052 -4.870 -0.369 -1.35
C -1.107 -3.345 -0.017 -0.43
C -0.627 -3.735 1.234 -0.95
C 0.016 -2.638 1.782 -0.07
C 0.603 -2.619 3.165 0.01
C 2.136 -2.627 3.188 -1.48
C 0.023 -1.489 4.017 -1.36
N -0.050 -1.633 0.883 1.32
N -0.756 -2.068 -0.206 -0.30
B 0.824 -0.341 0.793 1.96
N 0.026 0.979 0.979 1.21
N -0.827 1.353 -0.011 -0.02
C -1.295 2.587 0.248 -0.85
C -0.685 3.030 1.414 -0.09
C 0.144 1.994 1.850 0.01
C 1.050 2.013 3.040 0.87
C 0.243 2.240 4.323 -1.70
C 2.105 3.115 2.867 -1.36
C -2.245 3.269 -0.683 1.27
C -1.512 4.357 -1.475 -1.58
C -3.447 3.836 0.070 -1.54
N 1.401 -0.264 -0.650 0.06
N 0.551 -0.284 -1.727 0.37
C 1.307 -0.280 -2.849 -0.71
C 2.638 -0.223 -2.471 -1.15
C 2.672 -0.205 -1.082 -0.17
C 3.973 -0.002 -0.347 0.46
C 4.072 -0.387 1.124 -1.62
C 4.384 1.472 -0.528 -1.46
C 0.843 -0.311 -4.276 0.68
C -0.665 -0.308 -4.401 -1.09
C 1.435 0.878 -5.043 -1.40
H -2.814 -4.082 -2.927 0.47
H -1.278 -3.207 -2.858 0.19
H -2.749 -2.565 -2.065 -0.11
H -1.124 -5.015 -1.267 0.35
H -3.781 -4.126 -0.061 0.25
H -2.769 -5.459 0.504 0.38
H -3.532 -5.532 -1.089 0.44
H -0.722 -4.707 1.687 0.52
H 0.274 -3.563 3.603 0.65
H 2.546 -1.639 2.985 0.05
H 2.534 -3.332 2.457 0.37
H 2.480 -2.933 4.177 0.53
H 0.303 -0.513 3.620 0.09
H 0.401 -1.572 5.037 0.48
H -1.066 -1.550 4.049 0.41
H 1.678 -0.404 1.597 -1.11
H -0.824 3.985 1.892 0.65
H 1.563 1.052 3.107 -0.38
H -0.255 3.209 4.294 0.41
H 0.910 2.226 5.185 0.43
H -0.514 1.468 4.464 0.34
H 1.629 4.094 2.807 0.38
H 2.694 2.966 1.960 0.16
H 2.783 3.118 3.720 0.45
H -2.596 2.512 -1.391 -0.70
H -1.130 5.124 -0.800 0.36
H -2.196 4.829 -2.180 0.45
H -0.673 3.939 -2.034 0.36
H -3.131 4.627 0.754 0.39
H -3.956 3.060 0.641 0.33
H -4.164 4.255 -0.634 0.45
H 3.487 -0.212 -3.133 0.60
H 4.695 -0.615 -0.891 0.57
H 3.508 0.300 1.757 0.10
H 5.118 -0.330 1.425 0.55
H 3.728 -1.405 1.296 0.19
H 3.649 2.130 -0.059 0.23
H 4.460 1.742 -1.580 0.42
H 5.352 1.643 -0.057 0.44
H 1.238 -1.230 -4.718 0.40
H -1.052 0.635 -4.018 0.21
H -1.102 -1.154 -3.860 -0.17
H -0.975 -0.390 -5.442 0.45
H 1.125 1.819 -4.585 0.32
H 1.083 0.863 -6.074 0.43
H 2.524 0.845 -5.060 0.37
S -3.430 0.032 -2.825 -0.01
C -4.549 1.046 -2.137 0.31
N -5.354 1.752 -1.696 -0.45
S -3.201 -0.140 0.508 0.00
C -4.363 -1.200 -0.053 0.34
N -5.164 -1.941 -0.428 -0.46
```

Values from the calculation:
Frontier orbital gap (spin up / spin down), eV: 7.246 / 6.037
Molar mass, u: 682.76
Charge: +1
Max |F|, eV Å⁻¹: 1.2
Energy relative to the best compared isomer or geometry (same formula, charge and spin), eV: 0.5781
Spin multiplicity: 5
Highest occupied orbital energy (spin up / spin down), eV: -12.232 / -12.140

# 3
Density functional theory data (ωB97M-V/def2-TZVPD) for a molecular structure, C23H26MoN4PS.

XYZ file:
```
56
Properties=species:S:1:pos:R:3:nbo_charge:R:1
Mo 1.301 -0.799 0.313 1.05
C 1.446 3.795 -3.762 -0.62
C 1.185 3.824 -2.265 -0.22
N 2.028 2.844 -1.545 -0.52
C 1.685 1.589 -1.361 0.34
S 2.908 0.531 -0.522 0.16
N 0.531 1.099 -1.735 -0.39
N 0.432 -0.229 -1.425 -0.27
C -0.059 -1.099 -2.253 0.37
C -0.628 -0.734 -3.570 -0.70
C 0.107 -2.493 -1.809 0.13
C -0.297 -3.579 -2.550 -0.17
C 0.004 -4.864 -2.096 -0.07
C 0.702 -5.015 -0.911 -0.20
C 1.076 -3.880 -0.208 0.10
N 0.794 -2.647 -0.640 -0.53
H 0.781 4.498 -4.261 0.26
H 2.471 4.083 -3.992 0.23
H 1.259 2.802 -4.173 0.21
H 1.417 4.798 -1.838 0.23
H 0.149 3.591 -2.027 0.22
H 2.975 3.116 -1.321 0.43
H -0.746 0.342 -3.655 0.28
H 0.040 -1.085 -4.363 0.29
H -1.595 -1.221 -3.715 0.27
H -0.825 -3.437 -3.484 0.27
H -0.297 -5.729 -2.673 0.28
H 0.969 -5.990 -0.528 0.28
H 1.634 -3.963 0.715 0.23
C 1.379 -0.069 3.901 -0.95
P 0.434 0.233 2.396 1.17
C -0.315 1.831 2.296 -0.37
C 0.469 2.929 1.932 -0.21
C -0.092 4.193 1.958 -0.18
C -1.421 4.358 2.334 -0.12
C -2.199 3.263 2.693 -0.18
C -1.652 1.991 2.681 -0.19
C -0.656 -1.136 2.001 -0.40
C -1.605 -0.984 0.970 -0.21
C -2.386 -2.065 0.589 -0.19
C -2.228 -3.294 1.219 -0.12
C -1.285 -3.458 2.234 -0.18
C -0.495 -2.393 2.623 -0.19
H 0.690 -0.044 4.749 0.30
H 2.093 0.749 4.012 0.30
H 1.918 -1.015 3.890 0.27
H 1.510 2.804 1.653 0.22
H 0.509 5.055 1.698 0.25
H -1.852 5.350 2.357 0.26
H -3.228 3.403 2.997 0.26
H -2.254 1.143 2.986 0.23
H -1.775 -0.007 0.530 0.26
H -3.149 -1.934 -0.169 0.26
H -2.863 -4.127 0.942 0.26
H -1.198 -4.411 2.742 0.27
H 0.204 -2.516 3.442 0.25
```

Values from the calculation:
Frontier orbital gap (spin up / spin down), eV: 6.344 / 6.499
Molar mass, u: 517.47
Charge: +3
Max |F|, eV Å⁻¹: 0.5
Energy relative to the best compared isomer or geometry (same formula, charge and spin), eV: 0.0000
Spin multiplicity: 3
Highest occupied orbital energy (spin up / spin down), eV: -17.841 / -17.890

# 4
Density functional theory data (ωB97M-V/def2-TZVPD) for 2 unconnected molecules or ions with the total composition C6H12N2 at a distorted geometry.

XYZ file:
```
20
Properties=species:S:1:pos:R:3:nbo_charge:R:1
C -2.113 0.368 -0.049 -0.67
C -1.092 0.420 -1.088 0.10
C -0.449 1.475 -1.863 -0.11
N 0.520 0.825 -2.667 -0.51
C 0.496 -0.506 -2.455 0.14
N -0.397 -0.714 -1.453 -0.48
H -2.000 -0.572 0.670 0.25
H -3.177 0.216 -0.518 0.23
H -2.220 1.116 0.704 0.23
H -0.508 2.503 -1.775 0.21
H 1.322 1.161 -3.079 0.40
H 0.971 -1.175 -3.165 0.21
C 0.802 -0.321 1.440 -0.63
C 1.166 -1.012 2.751 -0.61
H 0.881 -1.070 0.573 0.23
H 0.001 0.371 1.372 0.21
H 1.731 0.354 1.328 0.19
H 0.984 -2.091 2.863 0.21
H 0.782 -0.433 3.538 0.20
H 2.301 -0.914 2.874 0.19
```

Values from the calculation:
Frontier orbital gap, eV: 9.367
Molar mass, u: 112.18
Max |F|, eV Å⁻¹: 5.9
Energy relative to the best compared isomer or geometry (same formula, charge and spin), eV: 1.9673
Highest occupied orbital energy, eV: -8.427

# 5
Density functional theory data (ωB97M-V/def2-TZVPD) for 9 unconnected molecules or ions with the total composition C6H31NO8 at a distorted geometry.

XYZ file:
```
46
Properties=species:S:1:pos:R:3:nbo_charge:R:1
C -0.533 0.403 -0.776 -0.29
N 0.241 1.560 -1.180 -0.18
C 1.275 1.224 -2.166 -0.27
C 0.972 1.803 -3.542 -0.65
C -1.631 0.650 0.223 -0.51
C -3.010 2.707 -0.645 -0.60
C -2.933 1.192 -0.334 -0.43
H -1.038 0.023 -1.685 0.29
H 0.158 -0.353 -0.394 0.26
H -0.263 2.384 -1.535 0.43
H 2.089 1.877 -1.811 0.26
H 1.645 0.210 -2.109 0.26
H 0.058 2.372 -3.697 0.24
H 0.868 1.010 -4.295 0.26
H 1.844 2.325 -3.937 0.25
H -1.339 1.258 1.094 0.27
H -1.880 -0.201 0.861 0.29
H -3.426 3.382 0.085 0.23
H -1.997 3.125 -0.797 0.15
H -3.435 2.832 -1.646 0.22
H -3.841 0.865 0.173 0.25
H -3.208 0.762 -1.308 0.21
H -0.476 -1.778 2.999 0.51
H -1.233 -0.414 2.784 0.50
O -1.206 -1.329 2.558 -1.01
H -0.400 1.594 3.704 0.49
H 0.609 1.426 2.570 0.50
O -0.199 1.052 2.933 -0.98
H 3.991 1.547 -0.018 0.48
H 4.720 0.124 -0.124 0.50
O 3.916 0.619 -0.227 -0.97
H 3.000 -3.055 -0.104 0.46
H 1.653 -3.535 -0.422 0.48
O 2.307 -3.592 0.293 -0.93
H 1.314 1.758 0.446 0.45
H 2.059 2.928 0.984 0.49
O 1.668 2.086 1.234 -0.91
H -2.017 -2.266 -1.341 0.48
H -2.180 -2.304 -2.921 0.46
O -2.577 -2.557 -2.092 -0.96
H -1.270 -2.482 0.703 0.51
H -1.832 -3.796 -0.056 0.50
O -1.141 -3.128 0.008 -0.99
H 1.599 -1.005 1.954 0.46
H 2.110 -2.418 2.358 0.50
O 1.712 -1.605 2.668 -0.95
```

Values from the calculation:
Frontier orbital gap (spin up / spin down), eV: 10.234 / 5.361
Molar mass, u: 245.31
Charge: +1
Max |F|, eV Å⁻¹: 3.9
Energy relative to the best compared isomer or geometry (same formula, charge and spin), eV: 0.0000
Spin multiplicity: 2
Highest occupied orbital energy (spin up / spin down), eV: -13.396 / -13.395

# 6
Density functional theory data (ωB97M-V/def2-TZVPD) for 3 unconnected molecules or ions with the total composition C4H13NO2 at a distorted geometry.

XYZ file:
```
20
Properties=species:S:1:pos:R:3:nbo_charge:R:1
C -1.794 0.975 -0.291 -0.45
C -1.782 0.120 -1.311 0.00
N -0.726 0.050 -2.281 -0.68
C 0.574 -0.519 -1.818 -0.21
C 1.458 0.282 -0.839 -0.66
H -2.755 1.048 0.238 0.20
H -1.086 1.722 0.024 0.20
H -2.686 -0.459 -1.512 0.19
H -0.619 0.921 -2.780 0.36
H 0.200 -1.335 -1.192 0.19
H 1.050 -0.789 -2.753 0.20
H 2.285 0.748 -1.372 0.22
H 0.725 0.900 -0.330 0.20
H 1.776 -0.409 -0.057 0.23
O 2.097 -0.591 2.218 -0.96
H 1.498 0.067 1.898 0.47
H 1.745 -1.019 3.000 0.49
O -0.452 -0.620 3.372 -0.95
H -0.779 0.202 3.048 0.47
H -0.728 -1.295 2.738 0.48
```

Values from the calculation:
Frontier orbital gap, eV: 9.558
Molar mass, u: 107.15
Max |F|, eV Å⁻¹: 1.9
Energy relative to the best compared isomer or geometry (same formula, charge and spin), eV: 2.0838
Highest occupied orbital energy, eV: -8.966

# 7
Density functional theory data (ωB97M-V/def2-TZVPD) for a single C4H5NOS molecule at a distorted geometry.

XYZ file:
```
12
Properties=species:S:1:pos:R:3:nbo_charge:R:1
S 2.993 -0.050 0.147 -0.23
C 1.285 0.156 -0.268 0.16
N 0.759 1.314 -0.408 -0.27
O -0.567 1.419 0.299 -0.38
C -0.912 0.007 0.790 0.06
C -1.120 -0.718 -0.495 -0.45
C 0.282 -0.861 0.055 -0.31
H 1.226 2.103 -0.306 0.40
H -1.225 -0.194 1.982 0.26
H -1.454 0.135 -1.445 0.25
H -1.806 -1.556 -0.848 0.26
H 0.537 -1.756 0.496 0.25
```

Values from the calculation:
Frontier orbital gap, eV: 8.124
Molar mass, u: 115.16
Max |F|, eV Å⁻¹: 6.3
Energy relative to the best compared isomer or geometry (same formula, charge and spin), eV: 5.7844
Highest occupied orbital energy, eV: -8.376

# 8
Density functional theory data (ωB97M-V/def2-TZVPD) for 2 unconnected molecules or ions with the total composition C7H14BNOP.

XYZ file:
```
25
Properties=species:S:1:pos:R:3:nbo_charge:R:1
C 0.078 -0.925 -2.235 -0.97
P -1.141 0.172 -3.132 0.74
O -1.070 1.562 -2.138 -1.00
B -2.919 -0.631 -2.759 -0.29
N -3.079 -1.589 -1.542 -1.08
H 0.892 -1.152 -2.931 0.21
H -0.403 -1.845 -1.890 0.21
H 0.525 -0.411 -1.377 0.20
H -1.006 1.315 -1.214 0.44
H -3.209 -1.234 -3.793 -0.07
H -3.647 0.348 -2.627 -0.05
H -2.556 -2.452 -1.621 0.33
H -2.862 -1.170 -0.646 0.33
C 1.762 0.016 3.550 -0.22
C 2.902 0.602 3.017 -0.22
C 2.839 1.253 1.793 -0.22
C 1.637 1.323 1.103 -0.20
C 0.498 0.739 1.638 -0.21
C 0.560 0.083 2.859 -0.21
H 1.811 -0.496 4.503 0.20
H 3.840 0.548 3.555 0.20
H 3.730 1.704 1.373 0.21
H 1.586 1.826 0.146 0.23
H -0.439 0.790 1.097 0.22
H -0.329 -0.378 3.270 0.21
```

Values from the calculation:
Frontier orbital gap, eV: 5.533
Molar mass, u: 169.98
Charge: -1
Max |F|, eV Å⁻¹: 0.6
Highest occupied orbital energy, eV: -2.650